Record 1
{"formula": "C2H4N4", "method": "ωB97M-V/def2-TZVPD", "relative_energy_ev": 2.790, "spin_multiplicity": 1, "homo_energy_ev": -8.045, "max_force_ev_per_a": 5.1, "lumo_ev": 0.68, "e_tot_ha": -297.54179, "orbital_gap_ev": 8.73, "symbols": ["C", "C", "N", "N", "N", "N", "H", "H", "H", "H"], "positions_angstrom": [[-1.949330, 0.867091, 0.041130], [0.226293, 0.480962, 0.039434], [-0.625680, 1.395401, 0.142833], [-2.078970, -0.426711, -0.044242], [-0.963884, -1.002193, -0.011600], [1.487630, 0.120094, 0.001698], [-2.689426, 1.563186, -0.059827], [-0.995006, -1.953330, 0.392593], [2.113472, 0.441748, -0.739551], [1.826380, -0.795454, 0.304872]], "forces_ev_per_angstrom": [[2.10, -0.71, -0.41], [-3.87, -3.05, 1.29], [0.38, -1.09, -0.74], [-2.34, 2.25, 1.02], [4.20, -0.22, -0.34], [2.86, -0.03, -0.68], [-1.99, 1.27, -0.14], [0.29, 0.72, -0.44], [-0.63, 0.34, 0.29], [-0.99, 0.54, 0.14]]}

***

Record 2
{"formula": "C19H25N4O9", "method": "ωB97M-V/def2-TZVPD", "spin_multiplicity": 1, "homo_energy_ev": -12.380, "charge": 1, "max_force_ev_per_a": 6.6, "lumo_ev": -4.65, "e_tot_ha": -1634.69016, "orbital_gap_ev": 7.73, "symbols": ["N", "C", "O", "C", "C", "C", "C", "C", "O", "O", "C", "C", "C", "C", "C", "N", "N", "N", "H", "H", "H", "H", "H", "H", "H", "H", "H", "H", "H", "H", "H", "C", "C", "C", "O", "C", "O", "O", "H", "H", "H", "H", "H", "H", "C", "C", "C", "O", "C", "O", "O", "H", "H", "H", "H", "H", "H"], "positions_angstrom": [[3.245059, -2.089414, 1.642431], [3.293185, -2.190844, 0.430198], [2.927238, -2.412180, -0.929200], [2.095363, -1.353067, -1.420284], [2.767784, -0.388350, -2.466043], [4.302552, -0.526176, -2.936515], [5.237053, -0.143777, -1.673252], [4.676471, 1.104592, -0.818848], [4.197902, 2.157540, -1.342731], [4.714430, 1.062016, 0.612470], [1.945179, 0.788970, -3.115552], [0.448322, 0.915140, -2.641287], [-0.130465, -0.087962, -1.574667], [-1.680856, 0.043897, -1.121398], [-2.426127, 1.315206, -1.752194], [-3.060182, 2.202066, -1.016247], [0.695826, -1.164559, -1.010776], [0.222119, -2.057790, -0.072885], [4.553611, -1.604876, -3.237700], [4.511696, 0.164264, -3.827715], [5.386608, -1.034767, -0.948463], [6.243584, 0.218032, -2.120589], [4.462643, 0.170056, 0.951228], [2.409941, 1.491497, -3.906465], [-0.151443, 1.767274, -3.110109], [-1.826774, -0.009426, 0.010475], [-2.196975, -0.897689, -1.569116], [-2.416526, 1.483079, -2.892413], [-2.942996, 1.908554, -0.005427], [-0.442368, -1.632217, 0.585827], [-0.130970, -2.930501, -0.493197], [-1.107004, 6.526124, 1.238832], [-1.161103, 5.214643, 1.991936], [0.137276, 4.464522, 1.988514], [-0.290914, 3.111890, 2.101124], [-1.541795, 3.052844, 1.573147], [-2.129963, 2.028566, 1.330985], [-2.043742, 4.295653, 1.351142], [-0.316981, 7.174048, 1.624804], [-0.941766, 6.360058, 0.170260], [-2.061385, 7.051765, 1.327693], [-1.525025, 5.379928, 3.011935], [0.776244, 4.738350, 2.829920], [0.705089, 4.575429, 1.059583], [-3.807922, -5.543445, 2.725237], [-2.731241, -4.852947, 1.916439], [-3.110301, -3.472980, 1.463780], [-2.355787, -3.325178, 0.264748], [-2.155476, -4.581171, -0.228723], [-1.722533, -4.815391, -1.322259], [-2.511324, -5.529489, 0.680099], [-4.097509, -4.947100, 3.593345], [-4.694497, -5.738652, 2.114957], [-3.451404, -6.515672, 3.075358], [-1.786924, -4.846287, 2.472522], [-2.832447, -2.707709, 2.191495], [-4.172450, -3.366382, 1.223573]], "forces_ev_per_angstrom": [[0.87, -0.31, -6.52], [-2.36, -0.24, 3.13], [-0.55, 2.10, 2.78], [0.31, 3.82, -2.88], [-2.62, 0.33, -0.04], [-0.66, -0.20, 1.31], [0.23, 0.63, 0.31], [-1.81, 3.13, -0.55], [2.31, -4.67, 1.86], [-0.38, -0.85, -2.59], [-2.60, -3.10, 3.33], [3.33, -2.48, 1.01], [1.46, 1.30, -1.61], [0.32, -0.99, -1.17], [-0.72, 1.78, 1.31], [1.63, -3.26, -1.78], [1.78, 2.19, -2.71], [-0.27, -0.40, 0.46], [-0.50, 1.61, 0.42], [-0.53, -0.97, 1.48], [-0.07, 1.45, -1.39], [-1.50, -0.77, 1.07], [0.58, 0.60, -0.37], [-0.84, -1.34, 1.62], [0.64, -1.60, 1.13], [0.40, 0.34, -1.57], [0.86, 1.36, 0.77], [0.10, -0.60, 1.76], [-0.53, 0.69, -1.51], [0.43, -0.24, -0.71], [0.04, 0.76, 0.05], [-0.48, 0.09, -0.22], [0.26, 1.33, -0.11], [0.69, 0.34, 0.32], [-0.92, -0.58, -0.42], [-0.11, 0.34, 0.12], [1.05, 0.37, 1.42], [0.18, -1.47, 0.14], [-0.06, -0.11, 0.05], [0.13, -0.09, 0.15], [0.15, -0.01, 0.06], [0.05, -0.13, -0.05], [-0.08, -0.24, -0.06], [-0.13, 0.08, 0.01], [0.02, -0.49, -0.08], [-0.65, -0.37, 1.04], [-0.25, 0.57, 0.54], [0.19, -0.29, -0.34], [0.08, -1.01, -0.72], [-0.09, 0.53, 0.87], [0.37, 0.82, -0.84], [0.10, 0.00, -0.08], [0.10, 0.20, 0.01], [-0.01, 0.16, 0.04], [-0.02, 0.07, -0.09], [0.04, 0.00, -0.20], [0.06, -0.15, 0.05]]}

***

Record 3
{"formula": "C2H2FIO3", "method": "ωB97M-V/def2-TZVPD", "relative_energy_ev": 0.591, "spin_multiplicity": 1, "smiles": "O=C(F)C(O)(O)I", "homo_energy_ev": -9.468, "max_force_ev_per_a": 3.5, "lumo_ev": -1.04, "e_tot_ha": -700.67419, "orbital_gap_ev": 8.42, "symbols": ["O", "C", "F", "C", "O", "O", "I", "H", "H"], "positions_angstrom": [[-1.963751, -1.032807, 2.625269], [-1.161045, -1.457325, 1.850828], [-0.595867, -2.692740, 1.977642], [-0.589544, -0.791916, 0.672766], [-1.056346, 0.487311, 0.627315], [0.671406, -1.033244, 0.507852], [-1.938304, -1.802006, -1.111704], [-1.520300, 0.688867, 1.458126], [1.290601, -0.512569, -0.080439]], "forces_ev_per_angstrom": [[0.93, -0.26, -0.97], [-0.28, -2.33, 1.57], [-0.70, 0.91, 0.26], [-2.61, 1.79, -1.60], [1.01, 0.39, -0.13], [2.93, -0.19, -0.51], [0.74, 0.22, 0.87], [-0.12, -0.16, -0.15], [-1.91, -0.37, 0.66]]}

***

Record 4
{"formula": "C23H36FNO19S", "method": "ωB97M-V/def2-TZVPD", "spin_multiplicity": 1, "smiles": "NCCOC(=O)S(=O)(=O)F.C[C@@H]1COC(=O)O1.C[C@@H]1COC(=O)O1.C[C@@H]1COC(=O)O1.C[C@@H]1COC(=O)O1.C[C@@H]1COC(=O)O1", "homo_energy_ev": -9.405, "max_force_ev_per_a": 9.7, "lumo_ev": -2.27, "e_tot_ha": -2880.24520, "orbital_gap_ev": 7.14, "symbols": ["N", "C", "C", "O", "C", "O", "S", "O", "O", "F", "H", "H", "H", "H", "H", "H", "C", "C", "C", "O", "C", "O", "O", "H", "H", "H", "H", "H", "H", "C", "C", "C", "O", "C", "O", "O", "H", "H", "H", "H", "H", "H", "C", "C", "C", "O", "C", "O", "O", "H", "H", "H", "H", "H", "H", "C", "C", "C", "O", "C", "O", "O", "H", "H", "H", "H", "H", "H", "C", "C", "C", "O", "C", "O", "O", "H", "H", "H", "H", "H", "H"], "positions_angstrom": [[-1.387420, 0.013465, 2.172474], [-0.495117, -0.078303, 0.916824], [-0.863342, -1.570285, 0.257932], [0.076380, -2.519460, 0.938331], [1.083599, -2.955192, -0.047550], [0.658301, -3.831274, -0.987602], [2.886184, -2.445926, -0.093048], [3.576511, -2.782605, 1.251599], [3.599197, -3.158020, -1.300996], [3.126783, -0.746213, -0.355764], [-1.180222, -0.907167, 2.664914], [-0.969600, 0.804015, 2.710881], [0.641941, -0.082443, 1.265269], [-0.663637, 0.806338, 0.169570], [-1.984030, -1.881408, 0.520457], [-0.702302, -1.553987, -0.901053], [6.259215, -3.868531, 1.992839], [7.727396, -3.505722, 1.908798], [8.599865, -4.646605, 1.481735], [9.848204, -4.306528, 2.059027], [9.565878, -3.558330, 3.168842], [10.378948, -3.262087, 4.026334], [8.248149, -3.191711, 3.190177], [6.092810, -4.684487, 2.704755], [5.676884, -3.014922, 2.355881], [5.869370, -4.168229, 1.015289], [7.864461, -2.629483, 1.263934], [8.683539, -4.724760, 0.394368], [8.284634, -5.614506, 1.887071], [4.850581, 0.121387, 5.930723], [3.662056, -0.650050, 5.395425], [4.043442, -1.903154, 4.667775], [2.954298, -2.081569, 3.779407], [2.454893, -0.832738, 3.529982], [1.647240, -0.574725, 2.655189], [2.987073, 0.088360, 4.390005], [5.530203, 0.413168, 5.122466], [4.517796, 1.049316, 6.407964], [5.407729, -0.469488, 6.664109], [2.948158, -0.853430, 6.202530], [4.142752, -2.761761, 5.337408], [4.959444, -1.803676, 4.074861], [-2.067485, 5.152306, -2.906612], [-1.394852, 3.865662, -2.474916], [-1.034862, 2.968084, -3.619452], [-1.037283, 1.687571, -3.013198], [-1.921342, 1.758501, -1.971753], [-2.334861, 0.795288, -1.350981], [-2.283154, 3.054217, -1.723787], [-2.991426, 4.950217, -3.459598], [-2.352152, 5.744904, -2.030628], [-1.404091, 5.753528, -3.535772], [-0.524261, 4.086277, -1.845762], [-0.050996, 3.197705, -4.037492], [-1.775898, 2.969009, -4.426524], [-5.316405, 0.176139, -4.511403], [-5.046740, 1.059075, -5.712216], [-4.358475, 0.344414, -6.835048], [-3.681788, 1.398958, -7.496332], [-3.429795, 2.348675, -6.544631], [-2.687210, 3.301748, -6.700690], [-4.118387, 2.082764, -5.392933], [-4.386082, -0.237539, -4.106841], [-5.774018, 0.759817, -3.705509], [-5.986462, -0.649394, -4.770095], [-5.975267, 1.536831, -6.046909], [-5.062536, -0.148872, -7.510654], [-3.614001, -0.385610, -6.498410], [-5.729435, 3.094441, 2.128186], [-6.118653, 1.852232, 1.353797], [-5.435099, 1.739453, 0.025176], [-6.349332, 0.955240, -0.720781], [-7.586845, 1.204866, -0.194048], [-8.637289, 0.865921, -0.709625], [-7.487876, 1.890222, 0.985685], [-5.968727, 4.003434, 1.565362], [-6.293808, 3.150698, 3.065135], [-4.660545, 3.095652, 2.362442], [-5.958049, 0.957791, 1.967485], [-4.464084, 1.241786, 0.095418], [-5.308675, 2.700711, -0.485218]], "forces_ev_per_angstrom": [[1.78, -0.41, -0.89], [0.31, -0.90, -0.15], [-0.58, 2.37, -0.35], [3.39, -0.54, -3.35], [-7.60, -4.70, -3.78], [4.07, 6.11, 6.21], [8.03, -2.71, -0.18], [-3.61, 1.84, -4.95], [-3.84, 3.43, 4.61], [-1.30, -3.31, 0.58], [-0.22, 1.87, -0.34], [-0.51, -1.16, -0.11], [-2.81, -0.05, -1.45], [-0.04, -1.93, 1.59], [2.67, 0.57, -0.51], [-0.37, -0.25, 2.28], [-0.09, 0.23, 0.39], [-1.39, -0.25, -0.49], [-0.02, -0.39, -0.80], [0.13, 0.56, 0.89], [1.69, 0.57, 1.75], [-1.79, -0.64, -1.89], [1.16, -0.15, 0.26], [0.18, 0.01, -0.15], [0.12, -0.19, -0.29], [0.07, 0.14, 0.14], [0.07, -0.12, -0.01], [0.16, 0.02, 0.20], [-0.16, 0.14, 0.00], [-0.05, 0.50, -0.03], [1.08, 0.31, 1.00], [0.40, -0.68, 0.38], [-0.87, 1.10, -0.27], [-0.88, 0.16, -1.13], [2.06, -0.66, 2.29], [-0.79, -0.61, -1.07], [-0.11, -0.20, 0.06], [0.04, -0.21, 0.03], [-0.14, 0.03, -0.11], [0.03, -0.09, -0.10], [-0.13, 0.05, -0.23], [-0.02, 0.15, 0.17], [-0.39, 0.14, 0.30], [0.04, 1.43, -0.54], [0.49, 0.37, -0.84], [-0.72, -0.50, 1.15], [-0.70, -1.43, 0.68], [0.64, 1.85, -1.33], [0.09, -1.45, 0.15], [0.24, -0.10, -0.03], [0.17, -0.04, -0.12], [-0.04, -0.15, 0.10], [-0.01, -0.10, -0.07], [-0.12, -0.22, 0.10], [0.07, 0.22, 0.17], [0.06, 0.28, 0.44], [-0.85, -1.10, 0.83], [-0.36, -0.71, -0.43], [0.45, 1.05, 0.51], [1.22, 1.54, -0.42], [-1.47, -1.91, 0.40], [0.86, 0.61, -0.89], [-0.07, 0.03, -0.19], [-0.05, -0.16, -0.15], [0.06, 0.17, -0.02], [0.11, -0.04, -0.08], [0.20, 0.18, -0.02], [-0.14, 0.05, 0.15], [-0.35, 0.20, 0.26], [0.81, 0.77, 0.83], [1.08, -0.13, -0.01], [-1.16, -0.04, 0.09], [-2.01, -0.61, -0.97], [2.24, 0.70, 1.07], [-0.45, -0.61, -1.02], [0.09, -0.20, -0.06], [0.17, -0.07, -0.09], [-0.14, -0.10, -0.06], [0.05, 0.02, -0.13], [-0.19, -0.01, -0.18], [-0.02, 0.04, 0.20]]}

***

Which formula does entry 3 have?
C2H2FIO3